Record 1
# C19H43OP3S2Tl

C19H43OP3S2Tl as an isolated structure in a non-equilibrium geometry (wB97M-V/def2-TZVPD, OMol25).

Structure (ORCA input):
```
! wB97M-V def2-TZVPD RIJCOSX def2/J DEFGRID3
* xyz 3 1
Tl -0.977 -0.542 0.309
P -0.694 -3.242 -0.301
P -1.721 -1.176 3.012
P -0.008 0.412 -2.063
H 1.100 1.338 2.787
C 0.908 1.924 1.876
C -0.207 2.652 1.718
H -0.972 2.721 2.506
C 0.985 -3.833 0.127
C -1.784 -4.434 0.548
C -0.863 -3.722 -2.054
C -1.857 0.204 4.204
C -3.236 -2.129 3.402
C -0.440 -2.208 3.824
C 0.265 2.211 -2.173
C -0.960 0.031 -3.571
C 1.610 -0.374 -2.398
H 1.707 1.906 1.118
H -0.395 3.234 0.806
H 1.097 -4.891 -0.153
H 1.155 -3.721 1.207
H 1.736 -3.234 -0.408
H -1.663 -5.426 0.088
H -2.827 -4.105 0.439
H -1.540 -4.494 1.620
H -0.768 -4.814 -2.144
H -0.097 -3.232 -2.673
H -1.855 -3.418 -2.416
H -1.911 -0.198 5.227
H -2.770 0.779 3.992
H -0.994 0.878 4.111
H -3.142 -2.592 4.397
H -3.392 -2.900 2.638
H -4.101 -1.452 3.381
H -0.648 -2.248 4.903
H 0.549 -1.761 3.664
H -0.434 -3.223 3.406
H 0.814 2.461 -3.092
H 0.836 2.567 -1.304
H -0.710 2.719 -2.181
H -0.370 0.317 -4.453
H -1.903 0.595 -3.558
H -1.194 -1.041 -3.612
H 2.047 0.065 -3.306
H 1.487 -1.457 -2.535
H 2.294 -0.202 -1.555
C 5.017 3.165 -1.462
C 6.337 2.682 -1.435
C 7.322 3.397 -0.760
C 7.008 4.601 -0.121
C 5.703 5.108 -0.183
C 4.709 4.400 -0.855
S 3.742 2.277 -2.243
H 4.361 1.075 -2.371
H 6.557 1.748 -1.943
H 8.341 3.007 -0.733
H 7.779 5.145 0.421
H 5.458 6.058 0.297
H 3.692 4.781 -0.919
C -5.697 -0.338 -1.806
S -4.243 -0.484 -0.746
C -4.438 1.038 0.201
O -4.452 -1.640 0.198
H -5.666 0.620 -2.328
H -6.589 -0.416 -1.176
H -5.660 -1.155 -2.537
H -5.509 1.279 0.220
H -4.052 0.868 1.214
H -3.879 1.841 -0.295
*
```

The value obtained for the HOMO-LUMO gap (spin up / spin down) is 6.3689 / 3.2621 eV. For the energy above the lowest of the compared OMol25 structures with the same formula, charge and spin, the calculation gives 0.0 kcal per mole. Its HOMO energy (spin up / spin down) is -0.5921 / -0.5495 hartree.



Record 2
# C19H43OP3STi

C19H43OP3STi as an isolated structure in a non-equilibrium geometry (wB97M-V/def2-TZVPD, OMol25).

Structure (ORCA input):
```
! wB97M-V def2-TZVPD RIJCOSX def2/J DEFGRID3
* xyz 3 2
Ti 0.356 1.694 -0.550
P -0.728 -1.665 -0.214
P 0.937 0.617 -2.653
P -1.071 1.368 1.902
H -0.458 3.699 -3.099
C -0.275 3.998 -2.058
C 0.930 3.771 -1.363
H 1.853 3.978 -2.007
C -2.379 -2.377 -0.377
C 0.319 -2.663 -1.312
C -0.145 -2.082 1.435
C 1.530 2.124 -3.452
C 2.315 -0.517 -3.024
C -0.364 0.037 -3.821
C -1.326 3.000 2.697
C -0.546 0.437 3.419
C -2.813 0.800 1.697
H -1.064 4.635 -1.710
H 1.035 4.086 -0.319
H -2.318 -3.462 -0.176
H -2.745 -2.247 -1.412
H -3.081 -1.928 0.347
H 0.099 -3.728 -1.143
H 1.373 -2.488 -1.056
H 0.086 -2.398 -2.351
H -0.965 -2.580 1.977
H 0.170 -1.158 1.931
H 0.700 -2.762 1.299
H 1.954 1.940 -4.430
H 2.329 2.583 -2.845
H 0.700 2.838 -3.523
H 2.289 -0.714 -4.115
H 2.255 -1.475 -2.488
H 3.247 0.000 -2.741
H 0.104 -0.499 -4.665
H -0.993 0.848 -4.225
H -1.042 -0.669 -3.303
H -1.613 2.771 3.722
H -2.116 3.591 2.237
H -0.404 3.588 2.691
H -0.858 1.003 4.303
H 0.544 0.312 3.466
H -1.025 -0.550 3.463
H -3.476 1.378 2.353
H -2.916 -0.259 1.959
H -3.198 0.941 0.678
C -2.569 2.685 -0.712
C -3.794 2.222 -1.208
C -4.909 3.103 -1.204
C -4.742 4.452 -0.788
C -3.516 4.859 -0.245
C -2.509 3.920 -0.014
O -1.493 1.900 -0.959
H -0.610 -0.133 -0.433
H -3.749 1.208 -1.750
H -5.847 2.682 -1.581
H -5.623 5.045 -0.652
H -3.398 5.925 0.019
H -1.587 4.320 0.430
C 3.655 0.240 0.979
S 2.075 1.093 1.217
C 2.598 2.723 1.838
H 4.188 0.142 1.938
H 4.239 0.845 0.287
H 3.446 -0.740 0.547
H 3.646 2.587 2.101
H 2.458 3.467 1.067
H 2.005 2.928 2.730
*
```

The value obtained for the HOMO-LUMO gap (spin up / spin down) is 5.9908 / 6.1795 eV. For the energy above the lowest of the compared OMol25 structures with the same formula, charge and spin, the calculation gives 53.9 kcal per mole. Its HOMO energy (spin up / spin down) is -0.6013 / -0.6025 hartree.



Record 3
# C19H43P3SSeTi

C19H43P3SSeTi as an isolated structure in a non-equilibrium geometry (wB97M-V/def2-TZVPD, OMol25).

Structure (ORCA input):
```
! wB97M-V def2-TZVPD RIJCOSX def2/J DEFGRID3
* xyz 3 2
Ti -0.015 0.065 1.019
P 0.255 2.217 2.381
P -2.452 0.586 0.655
P 2.396 -0.131 0.645
H -1.324 -2.774 -6.637
C -0.546 -3.525 -6.437
C -0.708 -4.461 -5.481
H -1.682 -4.715 -5.044
C 0.332 3.793 1.452
C -1.067 2.471 3.617
C 1.768 2.264 3.402
C -3.137 -0.439 -0.682
C -3.567 0.261 2.051
C -2.910 2.288 0.152
C 2.802 -1.306 -0.684
C 3.446 -0.698 2.010
C 3.250 1.407 0.094
H 0.306 -3.454 -7.155
H 0.124 -5.085 -5.143
H 0.425 4.633 2.155
H -0.568 3.918 0.839
H 1.203 3.772 0.785
H -0.820 3.354 4.228
H -1.138 1.588 4.266
H -2.037 2.624 3.128
H 1.765 3.181 4.008
H 2.665 2.247 2.772
H 1.791 1.394 4.070
H -4.233 -0.365 -0.662
H -2.829 -1.480 -0.517
H -2.750 -0.110 -1.655
H -4.552 0.691 1.804
H -3.182 0.716 2.971
H -3.656 -0.822 2.210
H -4.008 2.313 0.086
H -2.472 2.523 -0.832
H -2.559 3.026 0.883
H 3.884 -1.494 -0.690
H 2.475 -0.897 -1.646
H 2.260 -2.241 -0.500
H 4.461 -0.869 1.624
H 3.044 -1.634 2.414
H 3.474 0.059 2.801
H 4.313 1.148 -0.043
H 3.159 2.219 0.827
H 2.815 1.746 -0.859
C 0.073 0.348 -2.843
C -0.310 -0.979 -2.989
C -0.219 -1.579 -4.246
C 0.193 -0.846 -5.366
C 0.595 0.492 -5.215
C 0.547 1.085 -3.952
Se -0.060 1.277 -1.121
H -0.176 -0.860 -0.314
H -0.677 -1.557 -2.153
H -0.479 -2.636 -4.348
H 0.206 -1.338 -6.337
H 0.938 1.033 -6.092
H 0.861 2.121 -3.788
C -1.131 -2.682 3.149
S -0.630 -0.956 3.247
C 0.756 -0.987 4.387
H -1.603 -2.840 2.178
H -1.862 -2.820 3.959
H -0.291 -3.368 3.295
H 0.724 -1.901 5.006
H 0.631 -0.104 5.024
H 1.711 -0.909 3.841
*
```

The value obtained for the HOMO-LUMO gap (spin up / spin down) is 5.3803 / 3.8433 eV. Its HOMO energy (spin up / spin down) is -0.5896 / -0.5892 hartree.



Record 4
# C19H44B2NO26

A 13-piece molecular cluster, C19H44B2NO26 overall in a non-equilibrium geometry (wB97M-V/def2-TZVPD, OMol25).

Structure (ORCA input):
```
! wB97M-V def2-TZVPD RIJCOSX def2/J DEFGRID3
* xyz -1 1
C -14.726 3.889 37.129
C -13.922 2.614 37.422
C -14.350 1.414 36.355
C -13.453 0.304 36.588
N -13.856 -1.057 36.008
C -14.117 -1.128 34.532
C -15.475 -0.705 34.252
C -16.254 -1.074 35.554
C -15.162 -1.619 36.506
C -12.703 -1.974 36.183
C -12.232 -2.513 37.542
C -11.083 -3.516 37.596
H -14.183 4.698 37.528
H -15.602 3.849 37.698
H -15.240 4.158 36.174
H -13.936 2.417 38.479
H -12.939 2.876 37.186
H -14.239 1.970 35.267
H -15.207 1.083 36.445
H -13.261 -0.020 37.608
H -12.694 0.804 36.189
H -14.067 -2.177 34.087
H -13.509 -0.433 33.997
H -15.768 -1.450 33.501
H -15.558 0.245 33.766
H -16.953 -1.836 35.283
H -16.969 -0.207 36.112
H -15.152 -2.783 36.445
H -15.468 -1.484 37.586
H -11.689 -1.702 35.963
H -12.895 -2.934 35.563
H -12.968 -2.870 38.330
H -11.676 -1.656 37.828
H -10.151 -3.002 37.319
H -11.197 -4.529 37.203
H -11.044 -3.937 38.687
O -16.527 -3.420 39.205
C -15.563 -3.541 39.977
O -14.818 -2.617 40.385
B -13.776 -3.181 41.238
O -14.101 -4.655 41.342
C -15.149 -4.758 40.654
O -15.681 -5.925 40.579
O -13.682 -2.473 42.568
C -12.482 -2.020 42.623
O -12.196 -1.207 43.450
C -11.689 -2.411 41.495
O -12.376 -3.031 40.660
O -10.496 -2.137 41.397
O -14.918 1.320 43.121
C -15.248 1.117 41.955
O -16.502 1.219 41.578
B -16.410 0.855 40.112
O -15.071 0.228 39.886
C -14.393 0.338 41.021
O -13.204 0.386 41.072
O -16.611 2.005 39.181
C -17.489 1.613 38.356
O -17.579 2.237 37.236
C -18.022 0.359 38.702
O -17.479 -0.058 39.697
O -18.541 -0.338 37.887
O -12.302 0.180 46.026
H -12.460 -0.401 45.284
H -12.349 1.157 45.938
O -17.061 -5.650 37.640
H -17.555 -6.204 38.174
H -17.369 -4.818 38.148
O -16.842 -7.917 42.145
H -16.605 -7.037 41.605
H -17.570 -8.301 41.814
O -19.526 -3.656 37.917
H -20.352 -3.064 38.039
H -18.722 -3.292 38.170
O -12.621 -7.118 41.356
H -13.173 -6.348 41.435
H -13.187 -7.930 41.371
O -9.662 -2.669 44.302
H -10.416 -2.075 44.505
H -9.928 -3.350 43.802
O -9.635 0.153 43.972
H -9.332 -0.655 43.488
H -8.870 0.500 44.354
O -8.194 -4.250 41.312
H -8.617 -5.137 41.287
H -8.753 -3.452 41.302
O -15.498 -8.097 38.823
H -15.578 -7.312 39.247
H -14.496 -8.443 39.309
O -9.325 -0.459 39.414
H -9.653 -1.231 39.744
H -8.823 -0.766 38.829
*
```

The value obtained for the HOMO-LUMO gap is 9.0397 eV. For the energy above the lowest of the compared OMol25 structures with the same formula, charge and spin, the calculation gives 27.3 kcal per mole. Its HOMO energy is -0.2920 hartree.



Record 5
# C19H44B3F12N3O

A 6-piece molecular cluster, C19H44B3F12N3O overall in a non-equilibrium geometry (wB97M-V/def2-TZVPD, OMol25).

Structure (ORCA input):
```
! wB97M-V def2-TZVPD RIJCOSX def2/J DEFGRID3
* xyz 0 1
C 10.157 8.562 7.592
C 11.192 7.887 6.806
O 12.262 7.563 7.097
N 10.639 7.670 5.454
H 9.679 7.385 5.605
H 10.702 8.561 4.936
C 11.303 6.596 4.666
H 9.230 7.972 7.600
H 9.985 9.475 7.072
H 10.490 8.949 8.629
H 11.280 6.975 3.647
H 10.598 5.746 4.631
H 12.313 6.377 4.849
C 6.728 9.487 10.536
C 7.570 10.160 9.451
C 6.873 11.515 9.148
N 7.528 12.356 8.055
C 7.882 11.516 6.842
C 8.769 13.087 8.466
C 9.017 14.058 7.395
C 7.536 14.458 6.931
C 6.650 13.506 7.641
H 7.004 9.966 11.485
H 6.986 8.458 10.605
H 5.669 9.543 10.285
H 7.526 9.523 8.573
H 8.595 10.277 9.759
H 6.881 12.004 10.124
H 5.824 11.345 8.885
H 8.850 11.085 6.988
H 7.945 12.094 5.955
H 7.161 10.702 6.821
H 9.590 12.418 8.514
H 8.676 13.460 9.475
H 9.657 13.686 6.590
H 9.376 14.939 7.754
H 7.440 14.348 5.834
H 7.338 15.469 7.110
H 5.865 13.113 6.997
H 6.224 13.893 8.597
C 15.042 7.743 8.792
C 15.051 9.143 8.228
C 15.265 10.133 9.343
N 14.790 11.521 9.019
C 13.289 11.509 8.963
C 15.122 12.456 10.140
C 15.094 13.926 9.621
C 15.250 13.730 8.112
C 15.513 12.222 7.860
H 15.918 7.557 9.416
H 15.056 6.960 8.048
H 14.233 7.708 9.522
H 14.107 9.384 7.741
H 15.930 9.254 7.575
H 16.309 10.237 9.664
H 14.849 9.914 10.298
H 12.874 12.531 9.178
H 12.901 10.987 9.845
H 12.944 11.099 8.038
H 14.393 12.405 10.947
H 16.136 12.214 10.493
H 14.129 14.344 10.001
H 15.944 14.492 10.097
H 14.370 14.059 7.507
H 16.094 14.345 7.666
H 15.242 11.958 6.852
H 16.561 11.915 7.994
B 11.146 12.579 10.894
F 10.520 11.457 10.266
F 11.586 13.533 9.888
F 10.302 13.184 11.738
F 12.313 12.038 11.458
B 7.076 7.617 5.521
F 7.977 6.544 5.082
F 5.835 7.326 5.109
F 7.013 7.543 6.956
F 7.621 8.776 5.145
B 11.804 11.206 5.232
F 12.622 11.970 4.375
F 10.837 10.412 4.550
F 12.593 10.279 5.971
F 11.080 12.000 6.193
*
```

The value obtained for the HOMO-LUMO gap is 11.7016 eV. Its HOMO energy is -0.4176 hartree.



Record 6
# C19H44BCl2F4NO16

A 10-piece molecular cluster, C19H44BCl2F4NO16 overall in a non-equilibrium geometry (wB97M-V/def2-TZVPD, OMol25).

Structure (ORCA input):
```
! wB97M-V def2-TZVPD RIJCOSX def2/J DEFGRID3
* xyz -3 2
N 1.745 -1.211 1.961
H 1.443 -0.468 1.347
H 2.668 -1.455 1.632
H 1.181 -2.048 1.935
H 1.855 -0.841 2.895
C 0.431 -3.823 -0.485
C -0.224 -4.562 -1.456
C -0.965 -5.871 -1.203
O -1.682 -6.462 -2.094
C -0.796 -6.463 -0.002
C -0.101 -5.898 1.084
C 0.573 -4.444 0.852
O 1.127 -3.888 1.762
O -0.157 -6.252 2.296
O -0.158 -3.898 -2.546
H 0.929 -2.870 -0.583
H -1.306 -7.391 0.210
B 0.583 0.935 0.038
F -0.098 -0.171 -0.226
F 0.329 1.374 1.308
F 1.936 0.764 -0.043
F 0.257 1.843 -0.924
C -0.975 0.687 4.303
C 0.429 0.694 5.011
O 1.372 0.858 4.018
O -2.056 0.482 5.201
H -1.185 -0.144 3.630
H -1.173 1.652 3.838
H 0.570 -0.217 5.594
H 0.610 1.526 5.692
H 1.734 1.747 4.018
H -2.854 0.286 4.704
C 0.259 4.795 0.832
C 0.501 6.329 1.139
O 1.766 6.562 1.740
O -0.051 4.063 2.015
H 1.137 4.351 0.365
H -0.526 4.744 0.077
H -0.345 6.658 1.743
H 0.617 6.843 0.185
H 2.411 6.376 1.054
H -0.093 3.143 1.743
C -2.928 -1.235 -2.226
C -4.419 -1.304 -2.592
O -4.745 -0.144 -3.294
O -2.547 -0.067 -1.435
H -2.450 -1.282 -3.205
H -2.586 -2.200 -1.850
H -4.971 -1.230 -1.656
H -4.747 -2.185 -3.144
H -4.628 0.578 -2.672
H -1.598 -0.071 -1.290
C 2.547 -0.321 -4.225
C 1.381 0.163 -3.410
O 1.047 -0.958 -2.669
O 2.326 -1.456 -5.052
H 3.374 -0.709 -3.630
H 3.090 0.496 -4.700
H 0.540 0.193 -4.102
H 1.468 1.131 -2.917
H 0.612 -0.627 -1.880
H 2.604 -1.201 -5.935
C -2.861 -2.110 1.455
C -3.057 -3.431 0.780
O -4.458 -3.773 0.719
O -3.214 -2.124 2.833
H -3.503 -1.401 0.931
H -1.804 -1.860 1.537
H -2.413 -4.120 1.327
H -2.837 -3.348 -0.284
H -4.356 -4.694 0.467
H -4.085 -2.522 2.902
C 5.057 2.276 0.343
C 4.306 3.513 -0.132
O 3.899 4.394 0.939
O 4.606 1.332 1.226
H 6.093 2.555 0.532
H 5.193 1.801 -0.629
H 3.484 3.157 -0.754
H 4.993 4.013 -0.814
H 3.665 3.835 1.684
H 4.214 0.628 0.703
C -1.564 3.044 -3.767
Cl -0.640 4.314 -3.036
Cl -3.331 3.480 -3.746
H -1.216 2.961 -4.797
H -1.260 2.171 -3.190
*
```

The value obtained for the HOMO-LUMO gap (spin up / spin down) is 1.6586 / 4.7481 eV. Its HOMO energy (spin up / spin down) is 0.1309 / 0.0149 hartree.